Entry 1:
Molecular formula: H18NeO9
Method: DFT, the ωB97M-V functional and the def2-TZVPD basis

Last column: natural (NBO) charge in e.
Positions of all 28 atoms, in Å:
H  4.742  -7.881  -24.970  0.46
O  11.252  -8.843  -24.578  -0.97
H  11.269  -7.899  -24.734  0.47
H  10.071  -9.655  -25.925  0.50
H  9.597  -13.118  -22.935  0.48
H  10.458  -10.831  -18.610  0.46
H  6.865  -11.417  -20.120  0.48
H  7.752  -11.344  -25.433  0.49
O  9.534  -12.770  -22.045  -0.96
H  10.420  -12.470  -21.842  0.49
H  9.206  -10.844  -19.461  0.49
H  5.544  -8.866  -24.145  0.47
H  8.834  -7.018  -20.572  0.47
H  11.237  -8.929  -23.625  0.50
O  9.479  -10.237  -26.402  -0.98
Ne  8.977  -9.975  -22.845  0.00
H  9.901  -10.364  -27.252  0.47
H  6.387  -10.968  -25.969  0.47
H  8.014  -12.247  -20.653  0.50
O  9.760  -6.833  -20.731  -0.95
O  5.640  -8.143  -24.766  -0.94
O  6.819  -11.530  -25.325  -0.96
O  9.975  -10.313  -19.254  -0.98
H  10.126  -6.674  -19.861  0.47
O  11.718  -9.329  -21.709  -0.96
H  12.278  -8.729  -21.216  0.48
O  7.678  -11.845  -19.852  -0.96
H  10.827  -9.080  -21.466  0.49

The LUMO energy comes out at 0.36 eV. The frontier orbital gap is 11.26 eV. As for the multiplicity: 1.

Entry 2:
Molecular formula: C9H16
Method: DFT, the ωB97M-V functional and the def2-TZVPD basis

Last column: natural (NBO) charge in e.
Positions of all 25 atoms, in Å:
H  -1.600  3.304  0.712  0.21
H  2.486  -1.917  0.160  0.21
H  -2.241  1.865  -0.082  0.21
H  -2.015  1.880  1.670  0.20
H  1.218  0.919  -1.924  0.22
C  -0.185  1.662  0.540  -0.42
H  -2.631  -0.413  -1.061  0.20
H  -1.606  -1.316  -2.281  0.20
H  1.566  -2.808  -1.052  0.22
H  -1.270  -0.744  2.244  0.21
H  0.883  -2.574  0.544  0.22
H  1.832  -0.588  -2.601  0.21
C  -0.209  0.162  0.613  0.00
H  0.463  2.065  1.323  0.20
H  2.681  0.174  -1.255  0.21
H  0.203  1.998  -0.423  0.21
C  1.694  -0.025  -1.674  -0.63
C  0.863  -0.832  -0.726  0.00
C  -1.657  -0.776  -1.349  -0.40
C  -0.587  -0.589  -0.606  -0.03
H  0.365  -1.356  2.044  0.22
C  -1.601  2.217  0.722  -0.60
C  1.482  -2.098  -0.227  -0.63
H  0.116  0.251  2.714  0.21
C  -0.249  -0.461  1.976  -0.63

The LUMO energy comes out at 0.97 eV. The frontier orbital gap is 8.50 eV. As for the multiplicity: 1.

Entry 3:
Molecular formula: C10H27CrN3S2
Method: DFT, the ωB97M-V functional and the def2-TZVPD basis

Last column: natural (NBO) charge in e.
Positions of all 43 atoms, in Å:
H  2.225  0.452  3.320  0.24
H  -0.609  -3.489  -1.971  0.27
S  -0.658  2.239  0.261  0.24
C  0.796  3.361  0.234  -0.72
C  0.884  -3.486  0.273  -0.72
H  -0.714  3.256  -1.942  0.27
H  3.494  0.012  1.475  0.23
H  1.606  -3.183  -0.500  0.21
C  2.643  0.623  1.187  -0.24
H  -2.378  0.833  2.437  0.19
H  1.554  3.045  -0.498  0.22
H  -0.248  -0.008  2.937  0.42
H  0.424  4.363  -0.024  0.27
H  -2.086  -2.547  -1.675  0.25
C  -1.044  2.288  -1.552  -0.52
H  -0.757  1.090  -3.335  0.24
H  2.215  0.362  -0.953  0.40
H  -1.813  -0.129  -1.479  0.39
C  -0.990  -2.537  -1.585  -0.51
H  1.276  1.741  2.576  0.22
C  1.694  0.731  2.402  -0.24
C  -0.376  -1.360  -2.326  -0.23
H  0.713  1.204  -2.314  0.20
Cr  0.097  -0.174  0.218  1.05
H  -3.450  -0.998  0.180  0.19
H  1.219  3.380  1.248  0.24
H  -2.142  2.254  -1.615  0.25
H  1.319  -3.388  1.279  0.24
S  -0.655  -2.470  0.242  0.25
H  0.779  -1.187  2.494  0.39
H  -0.744  -1.300  -3.352  0.24
H  0.734  -1.398  -2.339  0.20
C  -2.863  -0.079  2.021  -0.36
N  0.517  -0.212  2.266  -0.88
N  -0.786  -0.118  -1.615  -0.68
N  2.074  -0.078  -0.027  -0.92
H  -3.477  0.859  0.195  0.19
H  -2.395  -1.009  2.428  0.19
C  -0.397  1.141  -2.302  -0.22
H  2.241  -1.102  -0.067  0.39
C  -3.461  -0.071  0.823  -0.37
H  0.583  -4.533  0.109  0.27
H  2.954  1.624  0.866  0.24

The LUMO energy (alpha / beta) comes out at -5.83 / -5.91 eV. The expectation value of S² is 6.017. The frontier orbital gap (alpha / beta) is 8.53 / 10.34 eV. The net charge is +2. As for the multiplicity: 5.

Entry 4:
Molecular formula: C5H6N3S2
Method: DFT, the ωB97M-V functional and the def2-TZVPD basis

Last column: natural (NBO) charge in e.
Positions of all 16 atoms, in Å:
N  -1.010  0.643  -1.958  -0.57
C  -2.055  -0.748  1.293  -0.29
H  1.599  -1.611  -1.448  0.44
N  1.829  -1.024  -0.678  -0.71
H  2.785  1.437  0.124  0.45
C  -0.703  -0.590  1.240  -0.29
H  2.819  -0.843  -0.706  0.41
C  -1.307  0.572  -0.736  0.14
C  -0.177  0.330  0.195  -0.20
S  0.619  1.930  1.139  0.43
S  -2.868  0.114  0.084  0.37
C  1.188  0.067  -0.250  0.55
N  1.824  1.131  0.229  -0.63
H  -1.711  0.478  -2.690  0.39
H  -2.671  -1.241  2.036  0.27
H  -0.160  -0.646  2.128  0.24

The LUMO energy comes out at -4.65 eV. The frontier orbital gap is 7.78 eV. The net charge is +1. As for the multiplicity: 1.

Entry 5:
Molecular formula: C2H3NO3
Method: DFT, the ωB97M-V functional and the def2-TZVPD basis

Last column: natural (NBO) charge in e.
Positions of all 9 atoms, in Å:
H  1.028  -0.149  1.217  0.51
C  0.485  1.112  -0.080  0.89
O  0.507  2.199  -0.580  -0.58
H  -0.821  0.326  -1.440  0.42
O  1.321  0.720  0.865  -0.66
O  -0.086  -1.481  1.026  -0.60
C  -0.640  -1.102  0.008  0.54
H  -1.328  -1.775  -0.503  0.15
N  -0.465  0.150  -0.515  -0.67

The LUMO energy comes out at 0.49 eV. The frontier orbital gap is 11.72 eV. As for the multiplicity: 1.

Entry 6:
Molecular formula: C4H12
Method: DFT, the ωB97M-V functional and the def2-TZVPD basis

Last column: natural (NBO) charge in e.
Positions of all 16 atoms, in Å:
C  1.385  -1.139  0.872  -0.62
H  -0.286  0.273  -0.667  0.20
H  -0.332  2.445  -2.193  0.20
H  1.410  -0.872  -0.229  0.20
H  -1.507  3.058  -1.044  0.20
H  -0.470  -2.091  1.667  0.20
C  0.366  -2.269  1.025  -0.62
H  -1.359  1.090  0.422  0.20
H  0.882  -0.263  1.413  0.21
H  -1.793  1.656  -2.136  0.20
H  0.731  -3.196  1.436  0.21
H  -0.015  -2.374  -0.012  0.21
H  2.461  -1.359  1.108  0.22
H  0.195  1.692  0.095  0.20
C  -0.623  1.245  -0.364  -0.60
C  -1.113  2.153  -1.509  -0.60

The LUMO energy comes out at 1.12 eV. The frontier orbital gap is 12.44 eV. As for the multiplicity: 1.

Number 1: E_tot -816.90232 hartree. Number 2: E_tot -352.42834 hartree. Number 3: E_tot -2401.76673 hartree. Number 4: E_tot -1154.43929 hartree. Number 5: E_tot -358.52758 hartree. Number 6: E_tot -159.55755 hartree.